Run 1
Density functional theory data (the ωB97M-V functional and the def2-TZVPD basis) for C3H9NOS in the gas phase.

```
15
C3H9NOS the ωB97M-V functional and the def2-TZVPD basis
C -2.68 1.12 -0.18
S -1.67 0.03 0.36
O -2.23 -1.30 0.54
N -0.09 -0.21 -0.44
C 1.13 0.28 -0.05
C 2.22 -0.81 0.09
H -2.25 2.11 -0.36
H -3.29 0.85 -1.08
H -1.23 0.43 1.47
H -0.07 -0.96 -1.19
H 1.74 0.95 -0.68
H 0.95 0.85 0.91
H 3.08 -0.50 0.63
H 1.87 -1.59 0.77
H 2.52 -1.27 -0.81
```

Results
- HOMO energy: -8.48 eV
- M: 107.18 g mol⁻¹
- Net charge: 0
- LUMO energy: 0.7 eV

Run 2
Density functional theory data (the ωB97M-V functional and the def2-TZVPD basis) for a 2-piece molecular cluster, C3H9NOS overall.

```
15
C3H9NOS the ωB97M-V functional and the def2-TZVPD basis
N 1.56 -0.34 1.30
C 1.46 -1.68 1.66
O 1.26 -2.58 0.87
H 2.03 0.13 2.08
H 0.74 0.10 0.82
H 1.21 -1.77 2.72
C -1.53 -0.32 -0.41
S -0.65 1.22 0.01
C -0.34 1.72 -1.70
H -0.97 -1.13 0.24
H -2.51 -0.38 0.12
H -1.47 -0.57 -1.46
H -0.34 2.81 -1.80
H -1.09 1.33 -2.41
H 0.64 1.44 -2.04
```

Results
- HOMO energy: -8.98 eV
- M: 107.18 g mol⁻¹
- Net charge: 0
- LUMO energy: 0.8 eV

Run 3
Density functional theory data (the ωB97M-V functional and the def2-TZVPD basis) for a 2-piece molecular cluster, C3H9NOS overall.

```
15
C3H9NOS the ωB97M-V functional and the def2-TZVPD basis
C 1.30 -0.43 0.54
O 2.42 -0.38 -0.35
C -0.04 -0.10 -0.13
C -1.22 -0.21 0.82
S -2.69 0.30 -0.04
N 0.12 1.31 -0.62
H 1.45 0.35 1.28
H 1.28 -1.42 0.93
H 2.55 0.50 -0.72
H -0.12 -0.67 -1.02
H -1.40 -1.23 1.15
H -0.96 0.39 1.65
H -2.27 -1.27 -1.26
H 0.44 1.24 -1.59
H -0.86 1.63 -0.64
```

Results
- HOMO energy: -9.39 eV
- M: 107.18 g mol⁻¹
- Net charge: 0
- LUMO energy: -1.3 eV

Which one sits at the bottom of the stability order? run 1 does.

Run 1
Density functional theory data (the ωB97M-V functional and the def2-TZVPD basis) for C3H9NOS in the gas phase.

```
15
C3H9NOS the ωB97M-V functional and the def2-TZVPD basis
O -1.10 0.46 2.56
C -1.29 -0.50 1.49
N -0.10 -0.68 0.70
C 0.11 0.29 -0.36
C 0.85 -0.36 -1.52
S 0.90 0.78 -2.96
H -0.32 0.99 2.35
H -2.10 -0.16 0.87
H -1.54 -1.43 2.01
H 0.64 -0.74 1.39
H 0.65 1.16 0.02
H -0.85 0.61 -0.77
H 0.25 -1.17 -1.89
H 1.86 -0.63 -1.25
H 2.04 1.40 -2.66
```

Results
- HOMO energy: -9.20 eV
- M: 107.18 g mol⁻¹
- Net charge: 0
- LUMO energy: 0.8 eV

Run 2
Density functional theory data (the ωB97M-V functional and the def2-TZVPD basis) for C3H9NOS in the gas phase.

```
15
C3H9NOS the ωB97M-V functional and the def2-TZVPD basis
N 0.63 -1.03 0.74
C -0.38 -0.11 0.21
C -1.59 -0.96 -0.21
O -2.12 -1.65 0.90
C 0.06 0.76 -0.97
S 1.67 1.58 -0.61
H 1.54 -0.84 0.36
H 0.70 -0.91 1.74
H -0.74 0.56 1.00
H -1.22 -1.66 -0.98
H -2.38 -0.42 -0.73
H -1.41 -2.27 1.13
H -0.67 1.57 -1.05
H 0.07 0.23 -1.92
H 1.39 1.70 0.69
```

Results
- HOMO energy: -9.35 eV
- M: 107.18 g mol⁻¹
- Net charge: 0
- LUMO energy: 0.8 eV

Which one sits at the bottom of the stability order? run 1 does.

Run 1
Density functional theory data (the ωB97M-V functional and the def2-TZVPD basis) for a 2-piece molecular cluster, C3H9NOS overall.

```
15
C3H9NOS the ωB97M-V functional and the def2-TZVPD basis
C -1.00 -1.40 -3.09
C 1.27 1.53 2.70
C -0.80 -0.79 -1.73
N 1.44 0.39 1.81
O -1.57 0.11 0.64
S -1.92 -0.75 -0.47
H -1.49 -0.77 -3.76
H -0.03 -1.77 -3.33
H -1.76 -2.13 -2.98
H 0.32 1.74 3.09
H 1.94 1.38 3.46
H 1.56 2.43 2.35
H 0.93 -0.44 1.97
H 0.09 -0.28 -1.60
H 1.04 0.75 0.93
```

Results
- HOMO energy: -8.94 eV
- M: 107.18 g mol⁻¹
- Net charge: 0
- LUMO energy: -0.2 eV

Run 2
Density functional theory data (the ωB97M-V functional and the def2-TZVPD basis) for a 2-piece molecular cluster, C3H9NOS overall.

```
15
C3H9NOS the ωB97M-V functional and the def2-TZVPD basis
N 0.75 2.48 -0.51
C 0.06 1.71 -1.40
O -0.46 2.14 -2.40
H 1.44 2.09 0.10
H 0.60 3.47 -0.46
H -0.05 0.66 -1.08
C -1.21 -0.76 1.50
S 0.54 -1.21 1.42
C 0.67 -2.03 -0.19
H -1.42 -0.12 0.68
H -1.32 -0.25 2.44
H -1.90 -1.61 1.43
H -0.14 -2.71 -0.35
H 0.81 -1.29 -0.97
H 1.63 -2.56 -0.21
```

Results
- HOMO energy: -8.80 eV
- M: 107.18 g mol⁻¹
- Net charge: 0
- LUMO energy: 0.8 eV

Which one sits at the bottom of the stability order? run 1 does.

Run 1
Density functional theory data (the ωB97M-V functional and the def2-TZVPD basis) for C6H8S as an isolated structure.

```
15
C6H8S the ωB97M-V functional and the def2-TZVPD basis
C -1.03 -0.43 0.03
C -0.42 0.52 0.99
C 0.45 0.87 -0.26
C -0.29 -0.14 -1.06
C 0.34 0.09 2.21
C -0.02 -0.64 -2.43
S 1.85 1.74 -0.34
H -1.99 -0.85 0.13
H -1.07 1.26 1.26
H 0.80 0.94 2.90
H 1.31 -0.45 2.06
H -0.17 -0.69 2.89
H 0.46 -1.52 -2.23
H 0.68 0.00 -3.03
H -0.88 -0.70 -3.10
```

Results
- HOMO energy (spin up / spin down): -8.47 / -8.47 eV
- M: 112.20 g mol⁻¹
- Net charge: 0
- LUMO energy (spin up / spin down): -0.4 / -0.4 eV

Run 2
Density functional theory data (the ωB97M-V functional and the def2-TZVPD basis) for C6H8S in the gas phase.

```
15
C6H8S the ωB97M-V functional and the def2-TZVPD basis
C -2.66 -0.52 0.07
C -1.28 -0.21 -0.02
C -0.20 -1.28 -0.05
C 1.08 -0.64 -0.44
C 2.42 -0.50 0.01
C 1.16 0.48 0.61
S -0.23 1.40 -0.12
H -2.80 -1.68 0.23
H -3.39 0.46 0.18
H -0.11 -1.66 0.92
H -0.61 -2.08 -0.61
H 0.87 -0.42 -1.62
H 2.80 -1.04 0.90
H 3.18 0.18 -0.69
H 0.63 -0.02 1.54
```

Results
- HOMO energy: -8.09 eV
- M: 112.20 g mol⁻¹
- Net charge: 0
- LUMO energy: 0.8 eV

Which one sits at the bottom of the stability order? run 2 does.

Run 1
Density functional theory data (the ωB97M-V functional and the def2-TZVPD basis) for H4O2P2 as an isolated structure.

```
8
H4O2P2 the ωB97M-V functional and the def2-TZVPD basis
O 2.66 0.16 -0.36
O -2.03 -0.65 0.27
P 0.96 -0.27 0.06
P -1.51 0.62 -0.54
H 3.00 -0.32 -1.09
H -2.32 -1.45 -0.16
H -1.81 1.38 0.70
H 1.05 0.52 1.13
```

Results
- HOMO energy: -7.94 eV
- M: 97.98 g mol⁻¹
- Net charge: 0
- LUMO energy: -0.2 eV

Run 2
Density functional theory data (the ωB97M-V functional and the def2-TZVPD basis) for H4O2P2 in the gas phase.

```
8
H4O2P2 the ωB97M-V functional and the def2-TZVPD basis
O -1.11 -1.84 0.34
P -0.57 -0.44 0.02
O -1.50 0.65 0.67
P 1.44 0.58 0.22
H -0.83 -0.13 -1.42
H -1.23 1.60 0.67
H 1.80 -0.68 0.58
H 2.00 0.25 -1.09
```

Results
- HOMO energy: -9.89 eV
- M: 97.98 g mol⁻¹
- Net charge: 0
- LUMO energy: 0.2 eV

Which one sits at the bottom of the stability order? run 1 does.

Run 1
Density functional theory data (the ωB97M-V functional and the def2-TZVPD basis) for a 2-piece molecular cluster, C4H11NO2 overall.

```
18
C4H11NO2 the ωB97M-V functional and the def2-TZVPD basis
O 2.74 -0.07 -0.42
C 1.69 0.35 -0.76
C 0.33 0.70 -0.08
C -0.77 -0.35 -0.39
C -2.03 -0.18 0.47
N -0.09 1.98 -0.61
H 1.47 0.54 -1.85
H 0.37 0.78 1.02
H -0.35 -1.34 -0.17
H -1.07 -0.57 -1.40
H -1.84 0.34 1.41
H -2.78 0.40 -0.05
H -2.45 -1.17 0.68
H -1.06 1.98 -0.96
H 0.50 2.34 -1.36
H 2.38 -2.38 1.66
H 1.48 -1.24 1.22
O 1.47 -2.13 1.59
```

Results
- <S²>: 0.755
- HOMO energy (spin up / spin down): -14.86 / -14.86 eV
- Multiplicity: 2
- M: 105.14 g mol⁻¹
- Net charge: +1
- LUMO energy (spin up / spin down): -4.3 / -9.5 eV

Run 2
Density functional theory data (the ωB97M-V functional and the def2-TZVPD basis) for a 2-piece molecular cluster, C4H11NO2 overall.

```
18
C4H11NO2 the ωB97M-V functional and the def2-TZVPD basis
C 1.83 0.05 -1.09
C 1.03 -1.21 -1.46
N -0.02 -1.58 -0.57
C -0.08 -0.98 0.78
C -1.53 -0.44 1.07
O 1.23 -1.91 -2.44
H 2.90 -0.04 -1.60
H 1.46 0.98 -1.63
H 2.09 0.08 -0.03
H -0.54 -2.37 -0.63
H 0.54 -0.07 0.93
H 0.18 -1.65 1.60
H -1.52 0.64 1.49
H -2.02 -1.12 1.82
H -2.27 -0.70 0.27
H -1.56 2.81 0.35
H -0.37 3.80 0.61
O -1.35 3.73 0.54
```

Results
- <S²>: 0.780
- HOMO energy (spin up / spin down): -14.46 / -14.46 eV
- Multiplicity: 2
- M: 105.14 g mol⁻¹
- Net charge: +1
- LUMO energy (spin up / spin down): -4.1 / -9.3 eV

Which one sits at the bottom of the stability order? run 1 does.